DFT (ωB97M-V/def2-TZVPD) results for a 8-piece molecular cluster, C13H43NO9 overall.

The geometry in XYZ format:
```
66
C13H43NO9 ωB97M-V/def2-TZVPD
C 46.36238 -31.41225 -11.67308
O 45.88277 -32.70342 -11.20119
C 44.70518 -32.76783 -10.52424
C 44.52613 -34.25385 -9.98016
N 43.18267 -34.29546 -9.38173
C 42.91017 -35.74358 -8.95456
C 41.48458 -35.87903 -8.15169
O 41.34165 -37.25508 -7.74749
C 40.20276 -37.36521 -6.93546
H 46.93821 -31.53893 -12.33906
H 46.76644 -30.95087 -10.77983
H 45.65825 -30.72559 -11.90007
H 43.83412 -32.61456 -11.17823
H 44.51188 -31.98103 -9.77784
H 45.33575 -34.55530 -9.42640
H 44.34605 -34.80349 -10.75503
H 42.54287 -33.94703 -10.06749
H 43.67157 -36.01932 -8.10276
H 43.19208 -36.50526 -9.66015
H 40.62938 -35.58344 -8.87431
H 41.46913 -35.35846 -7.17165
H 39.74882 -38.19410 -6.43026
H 39.44772 -36.73787 -7.45049
H 40.50446 -37.01808 -6.04551
C 41.22618 -36.30532 -1.84769
O 42.30374 -37.11290 -1.45255
H 40.65131 -36.61810 -2.81455
H 41.32786 -35.36670 -2.11906
H 40.49756 -36.17074 -1.02945
H 43.23406 -36.73295 -1.63717
C 46.44435 -39.24640 -7.27034
O 47.53514 -39.40273 -8.14584
H 46.60697 -39.17394 -6.20403
H 45.79997 -40.07113 -7.73442
H 45.81911 -38.42096 -7.58246
H 47.55317 -38.70970 -8.73087
C 42.71399 -40.49088 -8.43950
O 42.48131 -39.64417 -7.32367
H 42.29521 -40.30229 -9.38593
H 42.20864 -41.40681 -7.99693
H 43.86180 -40.63877 -8.61161
H 42.02285 -38.86012 -7.71958
C 45.75056 -34.90045 -5.82848
O 46.63881 -33.95340 -5.11692
H 46.24446 -35.95144 -6.01011
H 45.56140 -34.49609 -6.80930
H 44.78137 -34.89681 -5.33037
H 46.20558 -33.13374 -4.62741
C 42.41567 -40.48709 -2.08106
O 41.47683 -39.69155 -1.36620
H 42.65586 -41.29234 -1.39151
H 43.13697 -39.81972 -2.40793
H 42.10465 -41.00133 -2.93572
H 41.82814 -38.71322 -1.46391
C 46.68717 -40.67854 -2.96295
O 45.68609 -39.65875 -2.71157
H 46.73095 -41.14542 -4.00486
H 46.65471 -41.54297 -2.44007
H 47.75616 -40.28725 -2.74826
H 45.15650 -39.53590 -3.54348
C 43.41534 -38.10360 -4.71909
O 44.04511 -39.26316 -4.99448
H 43.09109 -37.91497 -3.53255
H 42.40940 -37.85195 -5.20496
H 44.15675 -37.45534 -5.19198
H 43.79263 -39.61461 -5.83895
```

As for the lowest unoccupied orbital energy: 0.0091 Eh. The relative energy (zero: lowest compared OMol25 entry of this formula, charge and spin) is 242.3 kcal/mol. The structure (SMILES) is COCCNCCOC.CO.CO.CO.CO.CO.CO.CO.

Quick look at the natural (NBO) charges, all values in e: C -0.19; O -0.54; C -0.04; C -0.22; N -0.63; C -0.24; C -0.05; O -0.58; C -0.28; H 0.16; H 0.17; H 0.17; H 0.13; H 0.16; H 0.19; H 0.17; H 0.35; H 0.19; H 0.19; H 0.17; H 0.19; H 0.23; H 0.17; H 0.17; C -0.25; O -0.74; H 0.16; H 0.18; H 0.19; H 0.51; C -0.27; O -0.72; H 0.20; H 0.17; H 0.16; H 0.46; C -0.27; O -0.78; H 0.18; H 0.19; H 0.16; H 0.51; C -0.25; O -0.76; H 0.19; H 0.17; H 0.17; H 0.48; C -0.24; O -0.77; H 0.17; H 0.17; H 0.15; H 0.49; C -0.25; O -0.76; H 0.16; H 0.17; H 0.16; H 0.50; C -0.26; O -0.77; H 0.18; H 0.16; H 0.17; H 0.52